Record 1
# C3H9N3O

2 unconnected molecules or ions with the total composition C3H9N3O at a distorted geometry (ωB97M-V with the def2-TZVPD basis set, the OMol25 dataset).

Cartesian coordinates (Å):
C 1.389 -0.694 0.288
C 0.723 0.487 -0.388
O -0.639 -0.467 -1.424
N 1.373 1.381 -1.063
H -0.828 0.145 -2.148
H 2.350 1.128 -1.199
H 0.723 -1.555 0.376
H 2.240 -1.029 -0.304
H 1.718 -0.425 1.293
N -1.911 -0.752 0.857
C -0.531 1.046 0.362
N -1.658 0.204 -0.001
H -2.687 -1.348 0.597
H -1.152 -1.220 1.352
H -0.726 2.036 -0.045
H -0.382 1.065 1.445

For the relative energy (zero: lowest compared OMol25 entry of this formula, charge and spin), the calculation gives 5.030 eV. As for the gap between HOMO and LUMO (alpha / beta): 9.0 / 9.0 eV. The calculation puts the HOMO energy (alpha / beta) at -8.641 / -8.641 eV. The total energy is -9770.5091 eV. Its multiplicity is 1.

Atomic partial charges in e from the Mulliken method, atoms 1 to 6: C -1.3893; C 1.2125; O -0.6497; N -0.8816; H 0.3336; H 0.2321

=====

Record 2
# C18H32F2NO7

3 unconnected molecules or ions with the total composition C18H32F2NO7 at a distorted geometry (ωB97M-V with the def2-TZVPD basis set, the OMol25 dataset).

Cartesian coordinates (Å):
C 2.057 -1.013 0.518
C 1.062 0.177 0.180
O -0.242 -0.415 0.065
C -1.250 0.548 -0.178
C -2.480 0.469 0.816
C -3.918 0.396 0.171
C -4.043 -0.192 -1.284
N -2.758 -0.497 -1.992
C -2.302 -1.910 -1.836
C -2.593 -2.604 -0.464
F -0.976 -2.134 -2.134
C -1.786 0.584 -1.655
C -0.650 0.794 -2.752
C -0.268 2.305 -2.953
C 1.311 2.395 -3.162
F -0.560 3.121 -1.851
H 3.045 -0.533 0.742
H 2.128 -1.756 -0.311
H 1.665 -1.522 1.432
H 1.430 0.614 -0.780
H 1.094 0.875 1.050
H -0.773 1.555 -0.013
H -2.456 1.389 1.461
H -2.308 -0.377 1.533
H -4.568 -0.215 0.853
H -4.372 1.421 0.176
H -4.747 -1.064 -1.255
H -4.573 0.573 -1.915
H -2.967 -0.380 -2.994
H -2.883 -2.503 -2.595
H -2.237 -3.663 -0.588
H -3.677 -2.687 -0.214
H -1.979 -2.197 0.380
H -2.367 1.549 -1.728
H 0.216 0.109 -2.598
H -1.126 0.457 -3.721
H -0.703 2.673 -3.915
H 1.594 2.575 -4.222
H 1.810 1.522 -2.688
H 1.654 3.298 -2.583
C -0.739 4.850 3.007
C 0.044 4.248 1.875
O 0.538 3.035 2.442
C -0.294 2.699 3.464
O -0.264 1.658 4.036
O -1.163 3.703 3.742
H -1.595 5.429 2.663
H -0.124 5.478 3.656
H -0.584 4.006 1.012
H 0.864 4.885 1.547
C 4.142 -4.546 1.082
C 5.156 -5.260 1.931
O 6.258 -4.357 1.933
C 5.769 -3.118 1.673
O 6.396 -2.114 1.766
O 4.464 -3.173 1.293
H 3.117 -4.755 1.388
H 4.249 -4.775 0.018
H 4.815 -5.404 2.960
H 5.445 -6.225 1.517

As for the gap between HOMO and LUMO: 9.6 eV. The calculation puts the HOMO energy at -12.577 eV. The total energy is -40434.7342 eV. The total charge is +1. Its multiplicity is 1.

Atomic partial charges in e from the Mulliken method, atoms 1 to 6: C -1.3728; C 0.5898; O -0.3038; C 0.3831; C -0.7034; C -0.6415

=====

Record 3
# C5H8O

C5H8O in the gas phase at a distorted geometry (ωB97M-V with the def2-TZVPD basis set, the OMol25 dataset).

Cartesian coordinates (Å):
C 1.529 -0.680 0.218
C 0.758 0.306 1.164
C 0.575 -0.402 -0.917
C -0.458 0.341 -0.227
C -1.937 0.295 -0.329
O 0.369 0.946 -1.143
H 2.623 -0.419 0.157
H 1.308 -1.687 0.643
H 0.263 -0.019 2.038
H 1.184 1.348 1.389
H 0.422 -1.058 -1.644
H -2.265 1.360 -0.485
H -2.246 -0.224 0.482
H -2.125 -0.108 -1.345

As for the SMILES: C[C@@]12CC[C@@H]1O2. For the relative energy (zero: lowest compared OMol25 entry of this formula, charge and spin), the calculation gives 3.679 eV. As for the gap between HOMO and LUMO: 10.1 eV. The calculation puts the HOMO energy at -9.072 eV. The total energy is -7358.5766 eV. Its multiplicity is 1.

Atomic partial charges in e from the Mulliken method, atoms 1 to 6: C -0.3863; C -0.7044; C -0.5418; C 0.6816; C -1.1338; O -0.4730

=====

Record 4
# C19H22FN5O3

2 unconnected molecules or ions with the total composition C19H22FN5O3 at a distorted geometry (ωB97M-V with the def2-TZVPD basis set, the OMol25 dataset).

Cartesian coordinates (Å):
O -2.287 -0.307 3.308
O -0.204 -4.262 3.777
F -0.541 -1.166 -6.293
N 1.193 2.751 -2.793
O 3.139 2.006 -0.916
C -2.126 -0.576 2.125
C -0.838 -3.243 3.519
C 0.674 3.768 -3.419
C 0.684 -0.644 -4.310
C 1.152 0.306 -3.388
C 1.655 1.733 0.955
C 2.995 -0.137 0.135
C -0.389 1.109 -5.597
C 1.093 0.895 1.938
C 2.421 -0.976 1.110
C -0.088 -0.246 -5.412
C 0.841 1.654 -3.577
C 2.609 1.217 0.052
C 0.083 2.044 -4.674
C 1.470 -0.460 2.011
N 0.820 5.024 -2.915
N -0.012 3.407 -4.551
N -2.003 -2.970 4.118
N -1.246 -1.470 1.675
C -2.961 0.121 1.078
C -2.632 -3.805 5.140
C 0.824 -1.378 3.032
C -0.279 -2.279 2.450
H 2.454 2.355 -1.513
H 0.918 -1.695 -4.177
H 1.751 0.009 -2.533
H 1.365 2.770 0.887
H 3.733 -0.518 -0.555
H -0.982 1.417 -6.451
H 0.359 1.288 2.631
H 2.716 -2.014 1.171
H 1.202 5.055 -1.975
H 0.138 5.722 -3.188
H -0.460 4.042 -5.201
H -2.420 -2.069 3.913
H -1.191 -1.566 0.675
H -3.530 -0.619 0.518
H -2.306 0.674 0.406
H -3.649 0.806 1.572
H -2.461 -4.860 4.918
H -3.705 -3.614 5.169
H -2.200 -3.577 6.116
H 1.599 -2.012 3.466
H 0.406 -0.778 3.842
H 0.217 -2.929 1.729

As for the SMILES: CNC(=O)[C@H](Cc1ccc(O)cc1)NC(C)=O.Nc1nc2ccc(F)cc2[nH]1. As for the gap between HOMO and LUMO: 8.6 eV. The calculation puts the HOMO energy at -8.387 eV. The total energy is -36372.5985 eV. Its multiplicity is 1.

Atomic partial charges in e from the Mulliken method, atoms 1 to 6: O -0.7378; O -0.6804; F -0.3226; N -0.4647; O -0.6006; C 0.9541

=====

Record 5
# C31H47N4OsSbSeSi3

A molecular structure, C31H47N4OsSbSeSi3 (ωB97M-V with the def2-TZVPD basis set, the OMol25 dataset).

Cartesian coordinates (Å):
Os 0.123 0.016 -1.502
C -2.816 0.781 0.474
Sb -1.485 -0.648 1.396
C -0.689 -1.548 -0.585
C 0.238 -2.697 -0.234
C 1.627 -2.624 -0.303
C 2.377 -3.759 -0.035
C 1.727 -4.926 0.324
C 0.340 -4.907 0.391
N -0.386 -3.830 0.105
Si -2.433 -2.327 -1.248
C -3.423 -3.084 0.136
C -3.578 -1.067 -2.033
C -2.133 -3.622 -2.575
C 0.036 0.621 2.302
C 0.964 1.321 1.388
C 1.999 2.124 1.906
C 2.830 2.875 1.110
C 2.630 2.879 -0.272
C 1.600 2.104 -0.719
N 0.806 1.310 0.042
Si 0.869 -0.511 3.656
C 1.462 -2.104 2.893
C -0.413 -0.939 4.942
C 2.378 0.228 4.473
Si -0.958 2.053 3.213
C -1.194 3.437 1.971
C -0.034 2.780 4.662
C -2.581 1.416 3.903
H -3.802 0.318 0.433
H -2.515 1.061 -0.531
H -2.884 1.679 1.076
H 2.130 -1.698 -0.552
H 3.458 -3.724 -0.093
H 2.273 -5.830 0.553
H -0.213 -5.796 0.674
H -3.709 -2.386 0.925
H -2.929 -3.939 0.590
H -4.357 -3.412 -0.333
H -4.368 -0.792 -1.331
H -4.065 -1.569 -2.875
H -3.162 -0.145 -2.422
H -1.351 -4.350 -2.358
H -2.019 -3.187 -3.574
H -3.068 -4.188 -2.637
H 2.124 2.151 2.977
H 3.611 3.474 1.561
H 3.222 3.467 -0.956
H 1.350 2.136 -1.780
H 0.689 -2.697 2.398
H 1.865 -2.719 3.704
H 2.276 -1.931 2.186
H -1.313 -1.387 4.514
H -0.714 -0.104 5.575
H 0.033 -1.693 5.597
H 3.220 0.318 3.783
H 2.680 -0.491 5.241
H 2.231 1.184 4.975
H -0.303 4.068 1.940
H -2.022 4.075 2.290
H -1.404 3.110 0.951
H 0.834 3.373 4.366
H 0.277 2.056 5.415
H -0.729 3.468 5.155
H -3.246 0.875 3.230
H -3.139 2.298 4.234
H -2.422 0.794 4.784
N 0.687 -2.406 -3.410
C 1.656 -2.928 -4.173
C 2.672 -1.998 -4.244
C 2.225 -0.924 -3.482
N 1.010 -1.179 -2.983
H -0.194 -2.822 -3.150
H 1.546 -3.906 -4.612
H 3.601 -2.084 -4.780
H 2.724 0.009 -3.265
Se -1.134 1.352 -3.196
C -0.137 2.752 -4.002
C -0.862 3.872 -4.408
C -0.205 4.924 -5.027
C 1.163 4.857 -5.255
C 1.881 3.732 -4.868
C 1.235 2.680 -4.239
H -1.930 3.920 -4.240
H -0.766 5.794 -5.339
H 1.669 5.676 -5.746
H 2.942 3.670 -5.070
H 1.793 1.787 -3.979

For the relative energy (zero: lowest compared OMol25 entry of this formula, charge and spin), the calculation gives 0.856 eV. As for the gap between HOMO and LUMO (alpha / beta): 7.1 / 6.1 eV. The calculation puts the HOMO energy (alpha / beta) at -13.086 / -13.654 eV. The total energy is -136839.9297 eV. The total charge is +2. Its multiplicity is 5.

Atomic partial charges in e from the Mulliken method, atoms 1 to 6: Os 1.8689; C -1.1985; Sb -0.3645; C 0.2432; C 0.5042; C -0.6451

=====

Record 6
# C12H30IN2O4

3 unconnected molecules or ions with the total composition C12H30IN2O4 at a distorted geometry (ωB97M-V with the def2-TZVPD basis set, the OMol25 dataset).

Cartesian coordinates (Å):
I -1.216 0.184 -0.668
C 4.726 -2.245 -4.963
O 3.625 -1.725 -4.278
C 2.403 -2.278 -4.695
C 1.250 -1.912 -3.752
N 1.600 -1.964 -2.332
C 1.271 -3.221 -1.699
C 1.489 -3.161 -0.185
O 2.877 -3.185 0.116
C 3.056 -3.207 1.522
H 4.579 -2.044 -6.040
H 4.708 -3.346 -4.943
H 5.680 -1.868 -4.617
H 2.472 -3.376 -4.703
H 2.238 -1.920 -5.717
H 0.377 -2.511 -4.037
H 1.033 -0.852 -3.912
H 0.965 -1.285 -1.915
H 1.850 -4.066 -2.082
H 0.195 -3.454 -1.795
H 0.999 -4.054 0.225
H 1.079 -2.220 0.197
H 4.103 -3.045 1.779
H 2.725 -4.183 1.882
H 2.523 -2.352 1.951
C -2.050 4.201 -1.067
O -1.844 4.245 0.327
C -2.960 4.627 1.095
C -3.727 3.420 1.697
N -2.790 2.323 1.926
C -3.216 1.373 2.967
C -2.374 1.568 4.220
O -1.001 1.322 3.960
C -0.308 0.907 5.073
H -2.739 3.439 -1.433
H -1.065 4.027 -1.498
H -2.375 5.200 -1.400
H -3.583 5.329 0.529
H -2.511 5.222 1.899
H -4.407 3.138 0.879
H -4.273 3.668 2.605
H -2.819 1.714 1.106
H -3.040 0.350 2.625
H -4.262 1.428 3.299
H -2.643 0.954 5.088
H -2.529 2.613 4.532
H 0.077 1.699 5.730
H 0.612 0.375 4.794
H -0.779 0.145 5.712

For the relative energy (zero: lowest compared OMol25 entry of this formula, charge and spin), the calculation gives 1.114 eV. As for the gap between HOMO and LUMO: 7.0 eV. The calculation puts the HOMO energy at -3.885 eV. The total energy is -32200.3083 eV. The total charge is -1. Its multiplicity is 1.

Atomic partial charges in e from the Mulliken method, atoms 1 to 6: I -0.7520; C -0.7262; O -0.2719; C -0.5851; C -0.7627; N -0.1833

=====

Record 7
# C22H43CuN3O4

A molecular structure, C22H43CuN3O4 at a distorted geometry (ωB97M-V with the def2-TZVPD basis set, the OMol25 dataset).

Cartesian coordinates (Å):
C 2.035 -3.352 1.846
C 3.024 -3.379 0.687
N 3.503 -2.017 0.412
C 2.736 -1.306 -0.626
C 1.852 -0.218 0.010
N 2.045 1.153 -0.536
C 1.803 1.296 -2.027
C 0.678 0.449 -2.600
C -0.689 0.580 -1.913
C -1.542 1.754 -2.442
C -2.160 2.649 -1.349
C -3.675 2.521 -1.258
C -4.141 1.111 -0.858
C -4.611 1.025 0.584
C -5.232 -0.345 0.880
C -6.580 -0.510 0.155
O -6.501 -1.490 -0.869
C -7.228 -2.677 -0.627
C 3.482 1.592 -0.298
C 3.636 1.949 1.171
N 4.329 0.981 1.985
C 2.164 2.347 1.548
C 1.552 1.552 2.688
O 0.408 1.074 2.670
O 2.250 1.372 3.774
C 1.332 2.182 0.276
C 4.924 -2.062 0.092
C 5.852 -2.031 1.273
O 5.320 -2.116 -1.052
H 1.106 -2.847 1.595
H 2.471 -2.839 2.697
H 1.734 -4.381 2.167
H 3.888 -3.969 0.991
H 2.613 -3.858 -0.199
H 2.083 -2.005 -1.144
H 3.403 -0.916 -1.386
H 0.811 -0.509 -0.055
H 2.091 -0.180 1.065
H 2.723 1.013 -2.529
H 1.640 2.340 -2.265
H 0.971 -0.593 -2.701
H 0.545 0.809 -3.618
H -1.230 -0.343 -2.100
H -0.625 0.672 -0.833
H -2.377 1.333 -2.995
H -0.984 2.356 -3.155
H -1.893 3.692 -1.502
H -1.768 2.383 -0.362
H -4.023 3.220 -0.499
H -4.134 2.842 -2.189
H -3.313 0.408 -0.962
H -4.940 0.787 -1.518
H -3.787 1.231 1.269
H -5.372 1.777 0.795
H -5.377 -0.470 1.950
H -4.538 -1.105 0.527
H -6.818 0.427 -0.343
H -7.380 -0.732 0.856
H -8.135 -2.497 -0.054
H -7.526 -3.087 -1.587
H -6.611 -3.419 -0.117
H 3.535 2.547 -0.821
H 4.241 0.996 -0.787
H 4.207 2.869 1.234
H 3.814 0.121 2.113
H 4.539 1.368 2.895
H 2.049 3.381 1.868
H 1.404 3.133 -0.244
H 0.277 1.993 0.422
H 5.326 -2.204 2.208
H 6.593 -2.812 1.143
H 6.333 -1.061 1.342
Cu 1.868 -5.960 3.231

As for the gap between HOMO and LUMO: 3.6 eV. The calculation puts the HOMO energy at -12.595 eV. The total energy is -80791.2602 eV. The total charge is +2. Its multiplicity is 2.

Atomic partial charges in e from the Mulliken method, atoms 1 to 6: C -0.7505; C -0.6258; N 0.6682; C -2.2000; C -0.5893; N 0.2957

=====

Record 8
# C18H72O27

18 unconnected molecules or ions with the total composition C18H72O27 at a distorted geometry (ωB97M-V with the def2-TZVPD basis set, the OMol25 dataset).

Cartesian coordinates (Å):
O 2.455 -2.100 -3.244
H 2.598 -1.243 -3.706
H 1.993 -1.903 -2.393
O 3.621 -1.275 2.849
H 4.371 -0.786 3.200
H 3.951 -2.072 2.526
O 3.826 1.123 -1.942
H 3.358 1.877 -1.679
H 4.688 1.408 -2.158
O 1.896 -2.989 0.285
H 1.464 -3.436 -0.462
H 1.515 -2.098 0.192
O 1.302 -2.386 3.608
H 1.515 -2.934 4.327
H 2.101 -2.031 3.229
O 4.147 -0.534 0.040
H 3.876 0.042 -0.671
H 3.873 -0.119 0.845
O -1.512 3.108 0.494
H -1.868 2.819 -0.365
H -0.947 2.366 0.749
O 0.483 -3.970 -1.799
H 0.733 -4.155 -2.725
H -0.287 -4.542 -1.718
O -1.235 -0.428 3.098
H -1.270 -1.350 2.851
H -1.987 -0.061 2.680
C -3.545 -1.848 -3.495
C -2.387 -2.157 -2.594
O -1.393 -1.353 -3.042
O -4.717 -2.707 -3.498
H -3.306 -1.918 -4.552
H -3.914 -0.872 -3.269
H -2.152 -3.238 -2.726
H -2.629 -1.919 -1.577
H -1.822 -0.503 -3.033
H -4.441 -3.620 -3.827
C -3.129 -3.248 0.971
C -1.678 -3.634 1.238
O -1.183 -3.108 2.411
O -3.566 -3.806 -0.270
H -3.197 -2.181 0.882
H -3.757 -3.625 1.703
H -0.973 -3.257 0.441
H -1.554 -4.723 1.343
H -0.286 -3.369 2.437
H -4.477 -3.617 -0.388
C 1.005 0.295 0.674
C -0.038 -0.328 -0.220
O 0.594 -1.203 -1.167
O 0.294 1.130 1.535
H 1.700 0.896 0.156
H 1.545 -0.399 1.375
H -0.641 0.362 -0.816
H -0.822 -0.847 0.363
H -0.065 -1.434 -1.776
H -0.262 0.606 2.154
C 2.887 3.688 1.879
C 4.019 2.841 1.199
O 3.806 1.519 1.603
O 2.693 4.928 1.395
H 3.190 3.982 2.923
H 1.883 3.210 1.850
H 4.968 3.244 1.496
H 3.916 2.904 0.135
H 3.742 1.371 2.552
H 1.844 4.915 0.905
C 0.462 -2.026 -6.114
C -0.677 -1.941 -7.070
O -0.365 -3.002 -7.941
O 0.309 -1.111 -5.070
H 1.437 -1.749 -6.512
H 0.683 -2.962 -5.667
H -0.752 -1.003 -7.642
H -1.705 -2.252 -6.655
H -0.909 -2.914 -8.776
H -0.154 -1.529 -4.306
C -0.510 3.883 4.919
C -1.019 2.569 4.233
O -2.214 2.138 4.855
O 0.652 4.325 4.174
H -0.177 3.722 5.863
H -1.312 4.580 5.099
H -0.345 1.808 4.105
H -1.206 2.773 3.152
H -2.716 2.894 5.020
H 0.316 4.995 3.513
C 2.566 1.367 4.338
C 2.216 0.388 5.475
O 2.130 0.814 6.738
O 3.865 1.797 4.462
H 1.877 2.169 4.450
H 2.461 0.774 3.448
H 2.986 -0.381 5.486
H 1.281 -0.185 5.146
H 1.430 0.200 7.093
H 3.846 2.272 5.308
C 0.862 2.164 -2.288
C 0.908 2.754 -3.680
O 0.648 1.699 -4.515
O 1.732 2.929 -1.438
H 1.030 1.047 -2.238
H -0.077 2.295 -1.865
H 1.911 3.173 -3.946
H 0.125 3.495 -3.871
H -0.249 1.380 -4.300
H 1.165 3.628 -1.058
C -4.605 0.955 -1.161
C -5.219 -0.338 -0.653
O -6.541 -0.359 -0.915
O -3.277 0.854 -0.849
H -4.970 1.815 -0.534
H -4.772 1.224 -2.238
H -5.109 -0.484 0.424
H -4.781 -1.132 -1.167
H -6.930 0.415 -0.436
H -3.120 0.769 0.124

For the relative energy (zero: lowest compared OMol25 entry of this formula, charge and spin), the calculation gives 4.834 eV. As for the gap between HOMO and LUMO: 8.9 eV. The calculation puts the HOMO energy at -8.954 eV. The total energy is -75107.9450 eV. Its multiplicity is 1.

Atomic partial charges in e from the Mulliken method, atoms 1 to 6: O -0.7190; H 0.3107; H 0.1596; O -0.5197; H 0.2297; H 0.2232